Record 1
C31H37InN2O as an isolated structure at a distorted geometry. Source: the OMol25 dataset; level of theory: wB97M-V/def2-TZVPD.

Structure (ORCA input):
```
! wB97M-V def2-TZVPD RIJCOSX def2/J DEFGRID3
* xyz 0 1
C 2.88 -0.14 -1.91
H 5.68 -1.82 -1.61
H -0.74 2.87 5.64
H -4.10 1.91 4.31
C 3.67 -3.62 -0.13
H 0.39 -3.01 -0.40
H -2.58 -1.54 2.44
C 4.64 -1.63 -1.34
H -1.57 1.37 3.55
C -0.08 -2.45 0.41
H 4.75 -0.09 -2.79
N -2.33 3.14 4.31
H 2.25 -5.04 -3.46
C 0.63 -1.79 1.43
C 0.44 2.20 2.02
H -4.29 3.61 4.89
H 3.06 1.51 -3.29
C -0.18 0.96 -2.21
C 2.51 -5.39 -1.33
C 2.22 3.83 2.23
H 2.31 1.91 -1.74
H -2.29 3.38 6.37
H 2.34 2.04 1.00
H -1.39 -0.73 -3.05
H 1.71 -1.77 1.53
H -2.04 1.68 5.84
H 1.04 -1.11 -3.58
C 3.34 -3.43 -2.52
C 0.70 2.30 -4.05
H 4.63 -1.21 -0.33
H -4.06 3.27 3.15
H -3.21 -0.02 -1.17
C 2.66 -4.66 -2.52
C 3.00 -4.85 -0.13
H 0.02 -0.22 -4.73
C -1.65 -1.62 1.88
H 2.86 -5.40 0.82
H -0.10 -1.05 3.45
C -0.31 -1.35 2.42
C 3.85 -2.91 -1.33
H -2.41 2.39 -0.23
C -1.76 1.62 -0.65
H 2.00 -6.36 -1.34
C -3.78 2.97 4.16
H 0.65 3.20 -3.42
C -0.46 1.92 -1.24
C -1.45 -2.37 0.67
C 2.36 1.15 -2.53
N 4.08 -0.67 -2.30
C 0.95 1.03 -3.20
O 2.23 -0.76 -1.08
C 1.47 4.62 3.10
H -2.31 2.55 2.33
H 3.23 4.15 1.96
C -2.25 0.45 -1.37
C -1.29 0.06 -2.29
H 1.78 -0.11 -4.86
H 1.85 5.57 3.50
C 0.95 -0.17 -4.15
H 0.21 2.72 -0.93
H 1.49 2.44 -4.80
H 4.05 -3.18 0.80
C -1.82 2.73 5.61
H -0.48 4.75 4.13
C -0.28 2.99 2.92
H 3.46 -2.85 -3.44
C -1.65 2.45 3.22
H -0.27 2.21 -4.59
H -2.24 -2.87 0.11
C 1.71 2.62 1.68
In -1.08 0.64 1.40
C 0.18 4.19 3.46
*
```

frontier orbital gap: 7.290 eV
relative energy (zero: lowest compared OMol25 entry of this formula, charge and spin): 0.0 kcal/mol

These are the Mulliken partial charges, in e, on atoms 1 to 5: atom 1 (C): 0.214, atom 2 (H): 0.469, atom 3 (H): 0.339, atom 4 (H): 0.274, atom 5 (C): -0.392

Record 2
A 2-piece molecular cluster, C8H10N3OS overall at a distorted geometry. Source: the OMol25 dataset; level of theory: wB97M-V/def2-TZVPD.

Structure (ORCA input):
```
! wB97M-V def2-TZVPD RIJCOSX def2/J DEFGRID3
* xyz 1 1
H -0.17 1.95 1.84
C 0.69 1.36 -2.19
H -1.68 0.93 1.58
H -0.96 -0.62 3.25
H 0.69 -2.78 -0.32
N -0.24 0.32 2.92
N 0.98 -1.79 -0.20
C 1.01 0.48 -1.10
H -0.69 -1.00 -4.27
C -1.02 1.40 2.34
S 1.41 1.04 0.47
C 0.39 -1.49 -2.48
H -0.35 1.42 -4.06
C 0.11 0.80 -3.36
H 0.77 2.42 -2.15
H -1.44 2.14 2.99
N 1.26 -0.12 1.44
C -0.13 -0.63 -3.47
H 0.28 0.49 3.82
H 0.20 -2.55 -2.49
C 1.20 -1.40 1.18
O 1.25 -2.27 2.00
C 0.78 -0.94 -1.23
*
```

frontier orbital gap (spin up / spin down): 6.308 / 6.356 eV
relative energy (zero: lowest compared OMol25 entry of this formula, charge and spin): 66.2 kcal/mol

These are the Mulliken partial charges, in e, on atoms 1 to 5: atom 1 (H): 0.171, atom 2 (C): -0.558, atom 3 (H): 0.303, atom 4 (H): 0.366, atom 5 (H): 0.260

Record 3
C27H42BCrN10Si2 as an isolated structure. Source: the OMol25 dataset; level of theory: wB97M-V/def2-TZVPD.

Structure (ORCA input):
```
! wB97M-V def2-TZVPD RIJCOSX def2/J DEFGRID3
* xyz 0 4
N -0.10 -2.22 0.54
Si -3.44 -1.28 0.39
N -0.19 1.56 -0.03
H 1.17 4.41 -1.18
H 1.97 2.99 -1.80
H 3.02 -2.45 3.60
H 1.28 -7.75 0.09
H 0.57 -6.77 1.38
H -0.89 -4.84 -1.73
H -4.44 -0.50 2.50
H 1.28 -5.79 -1.41
H -5.05 -2.64 -0.91
H -3.78 -2.79 2.29
C 2.25 1.79 1.66
C -0.79 -7.18 -0.25
H -0.21 -0.55 -3.68
H -5.69 -0.69 1.28
C -4.67 -0.32 1.45
C 0.93 -1.72 3.91
C 0.28 4.00 1.65
H -0.91 4.08 -0.83
N 0.41 -2.12 1.82
H -2.64 -6.10 -0.55
H -3.47 -2.58 -1.69
C -3.10 -2.82 1.44
N 2.15 -0.57 -0.49
H 0.87 -1.42 4.94
H -1.60 -3.82 -0.47
H 4.88 -2.28 -0.34
H 2.81 4.04 -0.64
H 2.03 -4.06 -2.55
H 1.42 -2.50 -4.73
C 1.84 3.60 -0.90
C -2.97 3.72 -1.27
C 1.10 -2.38 -3.72
N 2.89 -1.63 -0.09
H -4.96 3.04 -1.67
H 1.98 2.05 2.69
H 5.11 0.05 -1.77
H -4.67 0.75 1.28
C -1.00 -4.72 -0.64
H -0.15 4.85 1.12
C 4.15 -1.52 -0.55
N 0.07 -1.59 -1.89
N 0.31 -4.51 -0.02
H 2.18 -5.44 0.07
N -2.10 -0.21 -0.02
C -1.44 2.04 -0.43
C -3.98 2.77 -1.32
H 2.60 1.11 -1.63
C -3.73 1.46 -0.92
Cr -0.17 -0.37 -0.24
H 1.09 4.37 2.28
H 2.21 0.70 1.58
C 1.19 -5.64 -0.32
C 4.25 -0.35 -1.27
C 0.26 -1.40 -3.19
Si 1.03 2.68 0.54
C -4.22 -1.98 -1.17
H -4.59 -1.24 -1.88
H -0.72 -7.41 -1.32
H 3.29 2.09 1.50
C 0.81 -3.17 -0.14
N 0.77 -2.69 -1.56
C -1.71 3.34 -0.83
H -1.12 -1.31 3.01
H -3.15 4.74 -1.59
N 1.69 -2.46 1.97
H 3.09 -3.73 0.67
B 2.27 -2.87 0.57
C 2.03 -2.24 3.25
H -0.49 3.58 2.31
H -4.54 0.75 -0.99
H -2.09 -2.98 1.81
C 0.61 -6.91 0.29
C -0.10 -1.66 2.96
H -1.86 -5.78 1.00
C -2.47 1.07 -0.45
C 2.96 0.20 -1.20
H -3.37 -3.71 0.86
H -1.23 -8.05 0.24
C -1.67 -5.95 -0.06
C 1.41 -3.18 -2.63
*
```

frontier orbital gap (spin up / spin down): 6.972 / 7.339 eV
relative energy (zero: lowest compared OMol25 entry of this formula, charge and spin): 0.0 kcal/mol
<S²>: 3.813

These are the Mulliken partial charges, in e, on atoms 1 to 5: atom 1 (N): 0.137, atom 2 (Si): 0.378, atom 3 (N): 1.242, atom 4 (H): 0.390, atom 5 (H): 0.423

Record 4
A 2-piece molecular cluster, CH6N2S2 overall. Source: the OMol25 dataset; level of theory: wB97M-V/def2-TZVPD.

Structure (ORCA input):
```
! wB97M-V def2-TZVPD RIJCOSX def2/J DEFGRID3
* xyz 0 1
H 1.38 1.62 0.82
N -0.51 -1.66 -1.53
H -0.38 -2.61 1.48
S 1.71 2.77 1.40
H -0.64 -0.75 -1.92
S -0.11 3.66 0.87
H 0.41 4.69 0.19
H -1.16 -2.37 -1.85
C -0.28 -1.74 -0.19
N -0.67 -2.72 0.51
H 0.25 -0.88 0.24
*
```

frontier orbital gap: 9.422 eV
relative energy (zero: lowest compared OMol25 entry of this formula, charge and spin): 7.2 kcal/mol
structure (SMILES): [H]/N=C/N.SS

These are the Mulliken partial charges, in e, on atoms 1 to 5: atom 1 (H): 0.132, atom 2 (N): -0.481, atom 3 (H): 0.248, atom 4 (S): -0.134, atom 5 (H): 0.233

Record 5
C33H51BN4OP2Zn as an isolated structure. Source: the OMol25 dataset; level of theory: wB97M-V/def2-TZVPD.

Structure (ORCA input):
```
! wB97M-V def2-TZVPD RIJCOSX def2/J DEFGRID3
* xyz 0 1
C 3.52 0.80 0.64
H 1.62 4.01 3.44
H 1.67 2.38 2.75
H -3.66 -0.14 3.11
C 4.54 0.47 1.47
H 3.64 -2.90 -3.32
C 0.60 -1.95 2.32
C -2.05 2.53 0.28
H 2.69 -1.30 -5.80
H 2.74 -3.89 -1.68
C 0.64 -3.46 -2.17
H -0.75 -2.85 -0.59
H -2.25 -0.46 2.09
C 2.25 -1.93 4.12
P 0.97 -1.62 -2.36
O 0.12 -1.57 1.19
C -0.91 4.69 2.81
H -2.83 -0.28 -4.71
C -3.13 0.47 -3.99
H 0.61 2.73 4.11
H -0.28 -4.00 4.90
H -0.07 4.64 0.30
H -1.31 -1.79 -3.26
H -0.74 -4.57 -0.95
H 4.39 -1.42 -3.88
H -2.33 0.66 4.96
C 0.60 4.05 0.92
H -4.88 1.05 -5.07
H 3.14 0.58 -4.38
H -0.11 -3.84 -4.18
H 1.45 4.68 1.19
C -0.59 -0.97 -3.15
N -1.21 0.12 -2.41
N 4.01 -0.42 2.37
C -3.38 2.57 3.32
H -1.77 4.94 2.19
C 3.60 -1.82 -3.24
C 2.34 0.27 -3.70
C -1.60 1.11 4.28
H -4.14 2.10 3.95
C -0.68 -3.58 -1.40
C -2.31 1.53 2.99
H 3.52 1.47 -0.20
H -1.86 3.58 0.03
H -0.29 5.58 2.90
H -3.10 2.47 0.58
H -3.56 0.55 1.49
H -1.16 1.96 4.80
H -5.57 2.75 -3.44
H -2.98 3.41 3.88
H 5.57 0.77 1.50
C -4.67 2.18 -3.26
C -2.78 1.67 -1.91
H 2.06 -2.83 -5.20
C 2.25 -1.26 -3.69
P -0.99 1.98 1.73
H -1.06 -3.25 2.69
H 1.42 0.73 -4.05
C 1.51 -2.81 4.86
H 0.97 -1.47 -5.47
H 3.82 -1.54 -2.21
H 2.56 0.66 -2.71
H 0.98 3.22 0.32
H 1.55 -4.39 -3.92
C 1.02 3.14 3.19
C 1.75 -4.01 -1.25
H -0.36 -0.63 -4.17
N -1.86 1.69 -0.88
H 4.51 -0.89 3.11
H -0.82 0.38 4.09
C -0.09 3.55 2.20
C -2.98 0.29 2.37
H -4.23 3.17 -1.40
H 1.85 -3.12 5.84
N 2.39 0.13 1.03
H 1.73 -3.51 -0.29
H 3.17 -1.54 4.54
C 1.84 -1.50 2.85
C 0.32 -3.30 4.33
Zn 0.62 0.02 0.07
C -2.38 0.70 -2.85
C -0.13 -2.89 3.10
C 2.70 -0.61 2.08
C -3.92 2.42 -2.11
C 1.96 -1.75 -5.11
C 0.57 -4.28 -3.45
H 1.58 -5.08 -1.09
H -1.27 4.44 3.80
C -4.28 1.22 -4.18
B -0.84 0.70 -1.14
H 0.20 -5.28 -3.22
H -3.88 2.95 2.44
H -1.55 -3.47 -2.05
*
```

frontier orbital gap: 7.457 eV

These are the Mulliken partial charges, in e, on atoms 1 to 5: atom 1 (C): -0.780, atom 2 (H): 0.547, atom 3 (H): 0.106, atom 4 (H): 0.548, atom 5 (C): -0.826

Record 6
A 15-piece molecular cluster, C4H28BO22 overall at a distorted geometry. Source: the OMol25 dataset; level of theory: wB97M-V/def2-TZVPD.

Structure (ORCA input):
```
! wB97M-V def2-TZVPD RIJCOSX def2/J DEFGRID3
* xyz 0 2
H -6.89 12.92 12.24
H -8.90 14.15 9.81
H -4.01 12.68 10.10
O -7.93 17.24 10.28
O -0.82 15.93 10.29
H -0.85 19.13 17.05
H -4.99 16.92 19.99
H -5.08 18.09 19.03
B -3.51 15.52 14.09
O -3.07 17.39 17.02
C -3.68 15.43 11.75
H -2.38 18.59 11.64
H -2.70 15.82 20.06
C -2.50 15.16 16.15
O -4.82 12.92 9.67
C -5.02 15.09 12.37
H -6.58 18.80 17.43
H 0.06 14.09 17.64
H -7.45 16.89 11.03
O -3.53 16.77 14.91
O -1.42 11.01 17.14
O -4.06 17.95 8.36
O -4.88 15.05 13.72
C -3.07 16.57 16.10
H -5.30 18.30 16.81
H -0.47 15.89 11.18
H -3.64 17.16 8.02
O -5.52 17.68 19.78
H 0.81 13.55 18.84
H -1.30 11.90 16.83
H -1.80 18.28 17.86
O -3.61 15.53 20.08
O -2.82 15.69 12.74
H -7.75 18.18 10.30
O -6.04 14.79 11.69
O -5.70 19.08 17.20
H -4.82 13.88 9.66
O -2.79 14.58 14.99
H -8.08 12.19 11.64
H -2.49 14.57 7.26
O -1.65 18.67 12.24
O -3.46 15.53 10.52
H -2.27 15.41 8.49
O 0.94 14.02 18.01
O -1.91 14.66 17.11
O -1.16 18.98 17.94
O -8.24 14.63 9.31
H -3.64 14.79 19.47
O -2.63 15.45 7.61
H -4.64 18.24 7.66
O -7.29 12.05 12.17
H -8.16 15.47 9.76
H -0.54 10.71 17.36
H -1.68 17.87 12.77
H -1.77 15.84 10.39
*
```

frontier orbital gap (spin up / spin down): 6.903 / 1.926 eV
relative energy (zero: lowest compared OMol25 entry of this formula, charge and spin): 7.4 kcal/mol
<S²>: 0.757

These are the Mulliken partial charges, in e, on atoms 1 to 5: atom 1 (H): 0.312, atom 2 (H): 0.289, atom 3 (H): 0.299, atom 4 (O): -0.720, atom 5 (O): -0.689

Record 7
A 2-piece molecular cluster, CCl3NO2S overall at a distorted geometry. Source: the OMol25 dataset; level of theory: wB97M-V/def2-TZVPD.

Structure (ORCA input):
```
! wB97M-V def2-TZVPD RIJCOSX def2/J DEFGRID3
* xyz 0 1
O 1.15 -0.19 0.32
Cl 0.23 -2.65 -2.46
O 1.35 1.70 1.92
Cl -0.51 2.23 -0.16
Cl -1.08 0.28 2.15
C -0.54 -1.53 -1.68
N -1.17 -0.76 -1.11
S 0.57 0.93 1.00
*
```

frontier orbital gap: 10.329 eV
relative energy (zero: lowest compared OMol25 entry of this formula, charge and spin): 1.9 kcal/mol
structure (SMILES): O=S(=O)(Cl)Cl.N#CCl

These are the Mulliken partial charges, in e, on atoms 1 to 5: atom 1 (O): -0.345, atom 2 (Cl): -0.112, atom 3 (O): -0.390, atom 4 (Cl): -0.038, atom 5 (Cl): -0.086

Record 8
C8H8Cl8F12N2O12PS4V2 as an isolated structure at a distorted geometry. Source: the OMol25 dataset; level of theory: wB97M-V/def2-TZVPD.

Structure (ORCA input):
```
! wB97M-V def2-TZVPD RIJCOSX def2/J DEFGRID3
* xyz -1 7
H 19.58 4.25 1.04
H 24.06 6.04 1.77
F 29.36 4.09 -7.55
F 20.54 5.45 -1.30
Cl 24.45 4.23 3.18
O 22.53 4.68 -4.36
Cl 27.30 2.96 -0.71
C 24.91 5.74 2.37
H 17.27 6.83 -4.10
O 22.85 6.83 -6.15
Cl 24.94 1.35 -0.36
V 22.34 8.15 -4.56
O 25.09 6.08 -5.88
H 24.96 3.70 -0.77
O 27.22 1.84 -8.70
F 27.72 1.81 -4.02
C 20.92 4.58 -2.21
F 20.05 4.43 -3.18
S 22.62 5.11 -2.97
Cl 21.14 3.01 2.24
C 24.88 7.83 -1.90
C 20.14 4.44 1.95
O 24.65 3.12 -5.50
O 23.67 4.50 -2.21
P 24.35 7.40 -6.31
H 17.82 5.31 -4.83
N 26.99 3.10 -6.53
Cl 21.12 5.91 1.81
Cl 17.22 6.88 -6.50
C 26.40 1.71 -4.11
O 24.81 7.92 -7.66
O 28.04 0.73 -6.67
C 29.47 2.77 -7.60
F 25.51 8.21 -0.80
F 24.81 8.88 -2.75
O 23.01 6.55 -0.38
Cl 19.48 6.94 -4.59
F 30.05 2.40 -8.74
S 25.74 2.20 -5.84
S 27.75 1.97 -7.38
Cl 26.26 5.53 1.24
N 22.55 6.84 -2.93
O 25.32 1.03 -6.55
F 26.07 0.46 -3.82
F 25.49 6.83 -2.53
H 25.52 3.23 0.79
F 21.15 3.41 -1.62
C 25.60 2.98 -0.27
O 22.51 8.70 -1.35
F 25.84 2.55 -3.24
S 23.07 7.38 -1.54
H 19.38 4.61 2.72
V 23.42 4.83 -6.42
H 25.19 6.45 3.13
F 30.28 2.41 -6.59
C 17.82 6.39 -4.92
O 24.18 8.66 -5.39
*
```

frontier orbital gap (spin up / spin down): 7.096 / 7.038 eV
<S²>: 12.017

These are the Mulliken partial charges, in e, on atoms 1 to 5: atom 1 (H): 0.147, atom 2 (H): -0.309, atom 3 (F): -0.228, atom 4 (F): -0.216, atom 5 (Cl): -0.174

| no. | E (a.u.) |
| --- | --- |
| 1 | -1578.21589 |
| 2 | -948.17723 |
| 3 | -3250.07795 |
| 4 | -947.56640 |
| 5 | -4069.36106 |
| 6 | -1849.37121 |
| 7 | -2022.04301 |
| 8 | -10024.23368 |